No. 1
C4H6O | ωB97M-V/def2-TZVPD

Atoms and positions in Å:
1 C -1.126 -0.407 -0.045
2 C 0.012 0.025 0.752
3 C 1.299 -0.194 -0.031
4 O 0.860 0.721 -1.059
5 C -0.255 1.108 -0.274
6 H -2.112 -0.335 0.415
7 H -1.014 -1.072 -0.890
8 H -0.061 0.130 1.827
9 H 1.465 -1.205 -0.421
10 H 2.203 0.168 0.467
11 H -1.272 1.060 -0.742

Orbital gap   0.3399 hartree
Total charge   0
Relative energy (zero: lowest compared OMol25 entry of this formula, charge and spin)   3.646 eV
HOMO energy   -8.147 eV
LUMO level   1.10 eV

=====

No. 2
C21H55FeO8 | ωB97M-V/def2-TZVPD

Atoms and positions in Å:
1 Fe -6.646 9.183 -2.300
2 C -5.455 6.771 -5.081
3 C -5.461 6.420 -3.576
4 O -5.994 7.408 -2.776
5 H -6.414 7.017 -5.538
6 H -5.003 5.983 -5.689
7 H -4.795 7.638 -5.213
8 H -4.413 6.164 -3.414
9 H -6.128 5.554 -3.537
10 C -8.701 12.508 -2.060
11 C -7.418 12.149 -1.327
12 O -6.751 11.022 -1.766
13 H -9.164 13.400 -1.635
14 H -9.454 11.719 -1.990
15 H -8.503 12.707 -3.116
16 H -7.698 11.919 -0.282
17 H -6.789 13.044 -1.234
18 C -10.649 8.229 -1.431
19 C -9.695 8.060 -2.609
20 O -8.540 8.818 -2.480
21 H -11.608 7.722 -1.570
22 H -10.947 9.260 -1.217
23 H -10.186 7.818 -0.534
24 H -10.222 8.487 -3.470
25 H -9.516 6.978 -2.637
26 C -12.593 12.332 -2.005
27 C -12.064 12.533 -0.564
28 C -13.112 13.115 0.370
29 O -11.643 11.290 -0.043
30 H -12.318 13.168 -2.661
31 H -13.685 12.409 -2.050
32 H -12.234 11.429 -2.492
33 H -11.254 13.260 -0.685
34 H -13.512 14.055 -0.003
35 H -12.618 13.248 1.334
36 H -13.915 12.396 0.537
37 H -10.774 11.045 -0.373
38 C -7.129 11.862 -5.515
39 C -7.646 10.543 -4.976
40 C -8.303 9.682 -6.064
41 O -6.589 9.803 -4.349
42 H -6.828 12.535 -4.707
43 H -7.722 12.330 -6.291
44 H -6.108 11.685 -5.903
45 H -8.363 10.808 -4.200
46 H -8.937 10.269 -6.729
47 H -8.868 8.830 -5.695
48 H -7.477 9.320 -6.685
49 H -5.847 9.922 -4.958
50 C -7.102 3.818 0.967
51 C -7.343 3.516 -0.510
52 C -8.563 4.154 -1.144
53 O -6.170 3.881 -1.258
54 H -8.084 3.946 1.433
55 H -6.639 4.807 1.057
56 H -6.423 3.157 1.496
57 H -7.425 2.436 -0.653
58 H -9.433 3.494 -1.035
59 H -8.478 4.279 -2.220
60 H -8.844 5.072 -0.621
61 H -6.110 4.843 -1.321
62 C -8.015 7.517 0.972
63 C -7.326 8.843 0.680
64 C -6.722 9.477 1.932
65 O -6.245 8.566 -0.252
66 H -7.349 6.845 1.520
67 H -8.157 7.038 0.001
68 H -8.969 7.597 1.485
69 H -8.023 9.532 0.208
70 H -6.378 8.720 2.640
71 H -7.554 9.999 2.427
72 H -5.988 10.274 1.837
73 H -5.894 7.692 -0.044
74 C -13.665 6.219 0.720
75 C -14.633 6.881 -0.261
76 C -14.410 8.387 -0.189
77 O -14.333 6.462 -1.596
78 H -12.657 6.535 0.449
79 H -13.783 5.130 0.698
80 H -13.852 6.510 1.754
81 H -15.681 6.648 -0.055
82 H -13.388 8.749 -0.342
83 H -14.668 8.890 0.748
84 H -14.973 8.907 -0.971
85 H -13.671 5.766 -1.521

Orbital gap (alpha / beta)   0.3489 / 0.3000 hartree
Expectation value of S²   8.764
Total charge   0
2S+1   6
HOMO energy (alpha / beta)   -8.959 / -8.526 eV
LUMO level (alpha / beta)   0.54 / -0.36 eV

=====

No. 3
C13H61INO23PS | ωB97M-V/def2-TZVPD

Atoms and positions in Å:
1 C -3.661 -0.012 5.029
2 C -2.287 0.658 4.823
3 C -2.235 2.059 5.457
4 C -1.815 0.601 3.345
5 C -2.791 1.222 2.324
6 O -2.789 2.663 2.347
7 S -1.526 3.457 1.769
8 O -2.066 4.520 0.942
9 O -0.684 3.875 2.880
10 C -0.569 2.283 0.802
11 C -1.161 0.890 0.464
12 C -2.629 0.663 0.884
13 O -2.841 -0.737 1.065
14 C -3.248 -1.525 -0.044
15 C -2.232 -1.583 -1.198
16 N -0.878 -1.916 -0.786
17 C -0.425 -3.283 -1.074
18 C 0.814 -3.326 -2.025
19 C 2.102 -2.955 -1.277
20 O 0.657 -2.331 -3.088
21 P -3.937 1.337 -0.338
22 O -4.802 2.449 0.509
23 I -2.776 2.782 -1.935
24 H -3.838 -0.135 6.105
25 H -4.471 0.592 4.605
26 H -3.667 -1.027 4.604
27 H -1.555 0.046 5.376
28 H -1.278 2.529 5.201
29 H -2.255 1.938 6.549
30 H -3.073 2.677 5.117
31 H -1.626 -0.451 3.107
32 H -0.845 1.120 3.286
33 H -3.802 0.914 2.634
34 H -0.331 2.814 -0.131
35 H 0.366 2.166 1.354
36 H -0.570 0.138 1.004
37 H -1.030 0.699 -0.604
38 H -3.349 -2.548 0.357
39 H -4.246 -1.264 -0.429
40 H -2.608 -2.315 -1.927
41 H -2.219 -0.614 -1.734
42 H -0.767 -1.774 0.207
43 H -0.077 -3.706 -0.118
44 H -1.223 -3.914 -1.487
45 H 0.903 -4.311 -2.494
46 H 1.946 -2.123 -0.578
47 H 2.894 -2.704 -1.993
48 H 2.435 -3.824 -0.691
49 H 0.205 -2.785 -3.800
50 H -5.442 2.029 1.088
51 O 0.880 1.752 6.672
52 H 1.182 2.277 5.925
53 H 1.465 2.026 7.390
54 O 5.213 -3.655 -2.530
55 H 5.328 -3.255 -3.402
56 H 5.970 -3.335 -2.026
57 O -2.181 -1.988 -4.578
58 H -1.974 -1.471 -5.366
59 H -1.546 -1.690 -3.915
60 O 0.637 0.630 -2.588
61 H 0.484 0.996 -3.465
62 H 0.825 -0.310 -2.749
63 O -0.081 3.434 -4.133
64 H -0.682 3.856 -3.509
65 H 0.303 4.170 -4.628
66 O -4.672 -2.580 6.765
67 H -4.303 -3.115 7.473
68 H -5.141 -3.208 6.208
69 O -2.215 -2.099 -7.385
70 H -2.763 -2.084 -8.178
71 H -2.451 -2.922 -6.938
72 O 1.302 4.859 -6.718
73 H 1.115 5.511 -7.399
74 H 1.340 4.023 -7.190
75 O 2.869 3.696 7.878
76 H 3.148 4.222 7.119
77 H 3.452 3.964 8.598
78 O 3.302 3.197 -3.905
79 H 3.218 3.353 -2.960
80 H 2.391 3.184 -4.218
81 O 3.878 4.192 10.842
82 H 3.788 3.236 10.912
83 H 3.875 4.496 11.753
84 O 2.436 -5.787 -3.109
85 H 3.333 -5.442 -3.188
86 H 2.196 -6.052 -4.002
87 O 0.924 5.409 5.346
88 H 0.663 4.962 4.530
89 H 0.301 5.080 6.005
90 O 6.093 -5.717 -0.653
91 H 5.770 -5.241 -1.430
92 H 6.285 -6.603 -0.969
93 O 2.264 0.271 -4.977
94 H 2.535 0.560 -5.852
95 H 2.904 0.664 -4.373
96 O 6.009 -2.222 -5.007
97 H 5.160 -1.823 -5.227
98 H 6.645 -1.759 -5.558
99 O 0.043 -3.033 -9.060
100 H -0.721 -2.748 -8.536
101 H 0.300 -2.258 -9.564

Orbital gap   0.3026 hartree
Total charge   0
HOMO energy   -8.357 eV
LUMO level   -0.12 eV

=====

No. 4
C15H36HfN2O3Si | ωB97M-V/def2-TZVPD

Atoms and positions in Å:
1 C 4.436 1.860 2.849
2 C 3.486 2.844 2.217
3 O 3.083 2.390 0.913
4 C 1.766 2.641 0.525
5 C 0.864 1.471 0.966
6 O -0.222 1.309 0.023
7 Si -0.515 -0.039 -0.786
8 N -0.349 -1.414 0.193
9 C 0.518 -0.157 -2.350
10 C 1.192 -1.500 -2.767
11 C 2.725 -1.402 -2.772
12 C 3.621 -1.911 -1.653
13 C 3.266 -3.316 -1.136
14 N 3.066 -3.285 0.293
15 O -2.146 0.095 -1.360
16 C -3.075 0.924 -1.068
17 C -4.528 0.313 -0.147
18 C -4.403 -1.178 -0.012
19 C -4.604 1.288 0.991
20 C -5.774 0.485 1.877
21 C -3.423 1.604 1.862
22 H 4.069 0.843 2.712
23 H 5.435 1.934 2.429
24 H 4.508 2.060 3.915
25 H 2.593 3.001 2.828
26 H 3.967 3.818 2.082
27 H 1.738 2.662 -0.568
28 H 1.392 3.581 0.933
29 H 1.489 0.578 1.027
30 H 0.445 1.679 1.950
31 H -0.496 -1.251 1.185
32 H -0.945 -2.205 -0.033
33 H -0.152 0.134 -3.161
34 H 1.267 0.635 -2.276
35 H 0.889 -1.685 -3.799
36 H 0.847 -2.356 -2.189
37 H 3.162 -1.927 -3.677
38 H 2.983 -0.368 -3.009
39 H 3.658 -1.143 -0.876
40 H 4.675 -1.928 -2.035
41 H 2.350 -3.698 -1.607
42 H 4.086 -4.021 -1.422
43 H 3.069 -4.222 0.690
44 H 3.860 -2.831 0.741
45 H -2.727 1.850 -0.615
46 H -3.755 1.072 -1.933
47 H -5.408 0.491 -0.763
48 H -5.397 -1.535 0.272
49 H -4.157 -1.663 -0.956
50 H -3.678 -1.464 0.748
51 H -5.093 2.203 0.662
52 H -6.570 0.137 1.229
53 H -5.293 -0.341 2.386
54 H -6.075 1.290 2.551
55 H -2.879 0.713 2.171
56 H -2.748 2.302 1.365
57 H -3.739 2.146 2.753
58 Hf 4.039 -3.238 -4.062

Orbital gap   0.0763 hartree
Total charge   +4
HOMO energy   -18.303 eV
LUMO level   -16.23 eV

=====

No. 5
C42H55CaClNO2P2S2Si | ωB97M-V/def2-TZVPD

Atoms and positions in Å:
1 Ca -5.572 -4.207 19.311
2 C -9.091 0.595 23.522
3 C -9.317 -0.187 22.365
4 C -8.186 -0.590 21.639
5 C -6.865 -0.254 21.959
6 C -6.695 0.554 23.071
7 C -7.795 0.928 23.887
8 P -5.583 -1.036 20.927
9 C -4.037 -0.480 21.838
10 C -3.063 0.411 21.490
11 C -2.028 0.841 22.392
12 C -2.018 0.333 23.646
13 C -3.004 -0.605 24.036
14 C -3.975 -0.955 23.139
15 C -5.635 0.058 19.481
16 C -5.830 1.419 19.619
17 C -5.798 2.287 18.425
18 C -5.671 1.790 17.191
19 C -5.530 0.364 16.973
20 C -5.396 -0.163 15.644
21 C -5.263 -1.497 15.541
22 C -5.405 -2.384 16.680
23 C -5.540 -1.949 17.923
24 C -5.596 -0.523 18.126
25 H -9.845 0.852 24.238
26 H -10.290 -0.533 22.163
27 H -8.375 -1.238 20.750
28 H -5.732 0.762 23.480
29 H -7.606 1.598 24.728
30 H -3.122 0.761 20.438
31 H -1.201 1.447 22.001
32 H -1.142 0.507 24.366
33 H -3.028 -1.045 25.000
34 H -4.697 -1.751 23.462
35 H -5.991 1.888 20.516
36 H -5.951 3.374 18.531
37 H -5.489 2.378 16.256
38 H -5.546 0.504 14.768
39 H -5.339 -1.779 14.478
40 H -5.308 -3.407 16.477
41 C -6.209 -9.438 17.699
42 C -4.809 -9.459 17.006
43 C -3.971 -10.606 17.500
44 O -4.052 -8.249 17.195
45 P -4.312 -6.743 17.616
46 S -6.031 -6.031 17.065
47 S -3.902 -6.477 19.541
48 O -3.157 -6.144 16.611
49 C -1.766 -6.463 16.620
50 C -1.355 -7.229 15.380
51 C -1.093 -5.073 16.673
52 H -6.531 -10.478 17.722
53 H -6.910 -8.794 17.194
54 H -6.132 -9.050 18.743
55 H -4.913 -9.578 15.938
56 H -3.838 -10.581 18.580
57 H -2.946 -10.639 17.055
58 H -4.555 -11.521 17.274
59 H -1.580 -6.993 17.554
60 H -1.261 -6.587 14.514
61 H -2.096 -8.009 15.181
62 H -0.422 -7.763 15.557
63 H -1.276 -4.597 15.754
64 H 0.056 -5.203 16.894
65 H -1.512 -4.554 17.615
66 Cl -0.499 -0.864 18.615
67 C -1.278 -2.071 19.576
68 C -0.725 -2.539 20.747
69 C -1.480 -3.511 21.400
70 C -2.735 -3.866 20.957
71 N -3.289 -3.290 19.870
72 C -2.575 -2.431 19.187
73 H 0.200 -2.206 21.157
74 H -1.132 -3.904 22.335
75 H -3.372 -4.603 21.400
76 H -3.012 -2.074 18.265
77 C -6.271 -7.250 21.879
78 Si -7.053 -5.555 21.708
79 C -9.008 -5.937 21.605
80 C -9.836 -4.708 21.044
81 C -9.182 -7.056 20.534
82 C -9.759 -6.386 22.911
83 C -6.761 -4.807 23.483
84 C -7.516 -3.477 23.709
85 C -6.874 -5.802 24.601
86 C -5.307 -4.361 23.414
87 H -6.707 -7.954 22.631
88 H -5.242 -7.149 22.164
89 H -6.218 -7.746 20.926
90 H -9.444 -4.356 20.070
91 H -9.889 -3.758 21.591
92 H -10.852 -4.957 20.917
93 H -8.622 -6.690 19.638
94 H -10.282 -7.269 20.318
95 H -8.731 -7.994 20.885
96 H -9.647 -5.660 23.721
97 H -9.257 -7.315 23.251
98 H -10.824 -6.569 22.744
99 H -8.641 -3.626 23.662
100 H -7.373 -2.728 22.924
101 H -7.162 -3.129 24.691
102 H -7.856 -6.238 24.632
103 H -6.599 -5.280 25.528
104 H -6.200 -6.655 24.536
105 H -5.046 -3.662 22.583
106 H -4.619 -5.181 23.349
107 H -5.141 -3.780 24.368

Orbital gap   0.2255 hartree
Total charge   -1
Relative energy (zero: lowest compared OMol25 entry of this formula, charge and spin)   2.022 eV
HOMO energy   -3.763 eV
LUMO level   2.37 eV

=====

No. 6
C2H6OS | ωB97M-V/def2-TZVPD

Atoms and positions in Å:
1 C -0.868 0.565 -0.098
2 C 0.265 -0.343 -0.450
3 O 0.266 -1.410 0.444
4 S 1.743 0.726 0.029
5 H -0.804 0.816 0.980
6 H -1.895 0.152 -0.273
7 H -0.854 1.494 -0.808
8 H 0.147 -0.610 -1.561
9 H -0.412 -1.081 1.088
10 H 2.411 -0.307 0.648

Orbital gap   0.3683 hartree
Total charge   0
Relative energy (zero: lowest compared OMol25 entry of this formula, charge and spin)   0.375 eV
HOMO energy   -9.123 eV
Structure (SMILES)   C[C@H](O)S
LUMO level   0.90 eV

=====

No. 7
C3H6F3N3O | ωB97M-V/def2-TZVPD

Atoms and positions in Å:
1 H -0.099 -0.167 -1.701
2 N 0.552 0.311 -1.200
3 C 1.090 -0.277 -0.217
4 N 0.849 -1.465 0.364
5 C 2.136 0.577 0.406
6 O 2.353 1.734 -0.197
7 N 2.727 0.074 1.437
8 H 3.293 0.763 1.979
9 H 1.478 -1.897 1.005
10 H -0.012 -1.832 0.074
11 H 1.864 1.739 -0.984
12 F -4.467 0.540 -0.017
13 C -3.215 0.121 -0.163
14 F -2.607 0.056 0.993
15 F -3.228 -1.062 -0.768
16 H -2.713 0.784 -1.010

Orbital gap   0.3944 hartree
Total charge   0
Relative energy (zero: lowest compared OMol25 entry of this formula, charge and spin)   0.780 eV
HOMO energy   -9.953 eV
Structure (SMILES)   [H]/N=C(N)/C(O)=N/[H].FC(F)F
LUMO level   0.78 eV

=====

No. 8
C3H6N3 | ωB97M-V/def2-TZVPD

Atoms and positions in Å:
1 C -0.745 -0.610 -0.711
2 C 1.673 -0.789 -1.211
3 C -0.400 1.033 1.137
4 N 0.527 -1.329 -1.137
5 N -0.603 0.178 0.370
6 N -0.274 1.922 2.067
7 H -1.574 -1.345 -0.283
8 H -1.127 -0.071 -1.653
9 H 2.453 -1.501 -1.501
10 H 0.189 -2.331 -1.616
11 H 0.712 2.148 2.204
12 H -0.831 2.695 2.332

Orbital gap   0.2895 hartree
Total charge   +1
Relative energy (zero: lowest compared OMol25 entry of this formula, charge and spin)   4.267 eV
HOMO energy   -12.279 eV
LUMO level   -4.40 eV

=====

No. 9
C10H17N | ωB97M-V/def2-TZVPD

Atoms and positions in Å:
1 C 1.329 0.213 -0.117
2 C 0.452 -0.384 -1.361
3 C -1.033 -0.523 -1.226
4 C -1.121 -1.518 -0.153
5 C -0.603 -0.936 1.149
6 C -1.027 0.522 1.524
7 C -0.779 1.416 0.205
8 C -1.634 0.749 -0.878
9 C 0.843 1.586 0.115
10 C 0.967 -0.978 0.973
11 H 3.085 1.002 0.237
12 H 3.248 -1.164 0.295
13 H 0.985 -1.466 -1.414
14 H 0.864 0.145 -2.299
15 H -1.589 -0.703 -2.228
16 H -0.636 -2.521 -0.636
17 H -2.281 -1.484 -0.180
18 H -1.007 -1.571 1.940
19 H -0.398 1.057 2.208
20 H -2.086 0.676 1.678
21 H -1.317 2.424 0.309
22 H -2.599 0.931 -0.460
23 H -1.493 1.351 -1.871
24 H 1.186 2.146 0.980
25 H 1.191 2.077 -0.912
26 H 1.229 -2.018 0.591
27 H 1.487 -1.036 1.947
28 N 2.738 0.008 -0.418

Orbital gap   0.3514 hartree
Total charge   0
Relative energy (zero: lowest compared OMol25 entry of this formula, charge and spin)   6.821 eV
HOMO energy   -8.901 eV
LUMO level   0.66 eV

=====

No. 10
C3H12O2S | ωB97M-V/def2-TZVPD

Atoms and positions in Å:
1 C 0.754 0.008 -2.165
2 C 0.115 -0.723 -0.995
3 C 1.146 -0.922 0.103
4 S 0.333 -1.848 1.434
5 H 0.255 -0.233 -3.110
6 H 1.787 -0.318 -2.332
7 H 0.674 1.092 -2.067
8 H -0.705 -0.138 -0.561
9 H -0.304 -1.697 -1.260
10 H 1.484 0.053 0.438
11 H 1.991 -1.504 -0.267
12 H 1.303 -1.931 2.354
13 O -0.117 1.714 2.412
14 H -0.459 1.034 1.818
15 H 0.107 1.240 3.222
16 O -2.611 1.219 0.639
17 H -2.590 2.156 0.386
18 H -3.163 0.799 -0.048

Orbital gap   0.3596 hartree
Total charge   0
Relative energy (zero: lowest compared OMol25 entry of this formula, charge and spin)   0.273 eV
HOMO energy   -9.104 eV
Structure (SMILES)   CCCS.O.O
LUMO level   0.68 eV